Entry 1:
C4H4O2 | ωB97M-V with the def2-TZVPD basis set

Geometry as XYZ:
```
10
Properties=species:S:1:pos:R:3
O -0.294 -1.264 1.738
C -0.008 -0.635 0.753
C 0.686 0.713 0.548
C -0.041 0.857 -0.803
O 0.430 -0.259 -1.524
C -0.503 -0.767 -0.645
H 1.768 0.623 0.420
H 0.450 1.449 1.318
H -1.186 0.656 -0.731
H -1.302 -1.373 -1.074
```

Properties
HOMO level ... -0.3541 Eh
Orbital gap ... 10.2 eV
LUMO ... 0.0199 Ha
SMILES ... O=C1C[C@H]2O[C@@H]12
Energy relative to the best compared isomer or geometry (same formula, charge and spin) ... 362.6 kJ/mol

Entry 2:
C18H19N3O4Rh | ωB97M-V with the def2-TZVPD basis set

Geometry as XYZ:
```
45
Properties=species:S:1:pos:R:3
Rh -0.179 0.852 -0.637
C -4.373 -0.445 -1.838
O -4.975 -0.259 -0.541
C -4.333 -0.136 0.599
C -5.146 -0.175 1.741
C -4.584 -0.078 2.981
C -3.184 0.065 3.125
C -2.335 0.146 2.054
C -0.909 0.258 2.354
N 0.001 0.477 1.489
N 1.301 0.514 1.924
C 2.138 0.454 0.912
O 1.780 0.375 -0.337
C 3.586 0.471 1.207
C 4.495 0.458 0.152
C 5.856 0.482 0.412
C 6.313 0.517 1.722
C 5.408 0.527 2.776
C 4.047 0.502 2.523
C -2.886 0.068 0.713
O -2.226 0.166 -0.359
H -5.207 -0.709 -2.480
H -3.642 -1.248 -1.810
H -3.908 0.475 -2.177
H -6.209 -0.302 1.593
H -5.203 -0.124 3.866
H -2.766 0.110 4.123
H -0.607 0.122 3.391
H 4.129 0.426 -0.864
H 6.561 0.471 -0.409
H 7.376 0.533 1.923
H 5.765 0.548 3.796
H 3.334 0.501 3.335
C 0.911 5.577 1.677
N 0.233 4.916 0.564
C -0.484 5.717 -0.428
C 0.235 3.608 0.453
O -0.354 3.007 -0.476
H 1.355 6.504 1.323
H 1.706 4.938 2.056
H 0.213 5.802 2.483
H -0.469 6.756 -0.115
H -1.515 5.379 -0.511
H -0.009 5.622 -1.403
H 0.798 3.062 1.218
```

Properties
2S+1 ... 5
HOMO level (alpha / beta) ... -0.4058 / -0.4050 Eh
Orbital gap (alpha / beta) ... 7.9 / 5.5 eV
LUMO (alpha / beta) ... -0.1146 / -0.2032 Ha
Net charge ... +1
Energy relative to the best compared isomer or geometry (same formula, charge and spin) ... 0.0 kJ/mol

Entry 3:
C6H8GaO5 | ωB97M-V with the def2-TZVPD basis set

Geometry as XYZ:
```
20
Properties=species:S:1:pos:R:3
Ga 1.699 -1.233 2.266
O 1.893 0.315 1.608
O 0.235 1.777 1.233
C -0.246 2.556 0.128
C 0.825 2.342 -0.946
O 1.687 1.346 -0.374
C 1.199 0.961 0.801
H -1.226 2.166 -0.172
H -0.338 3.594 0.458
H 1.422 3.239 -1.142
H 0.415 1.935 -1.877
O 0.119 -1.506 0.763
C -0.558 -2.721 0.301
C -1.410 -2.177 -0.838
O -0.974 -0.783 -0.929
C -0.151 -0.469 0.000
H 0.214 -3.431 -0.006
H -1.116 -3.096 1.163
H -2.484 -2.172 -0.631
H -1.204 -2.642 -1.805
```

Properties
2S+1 ... 2
HOMO level (alpha / beta) ... -0.6855 / -0.6850 Eh
Orbital gap (alpha / beta) ... 9.7 / 5.9 eV
LUMO (alpha / beta) ... -0.3287 / -0.4676 Ha
Net charge ... +2
Energy relative to the best compared isomer or geometry (same formula, charge and spin) ... 0.0 kJ/mol

Entry 4:
C39H36ClIIrN8O6S2 | ωB97M-V with the def2-TZVPD basis set

Geometry as XYZ:
```
94
Properties=species:S:1:pos:R:3
Ir 0.502 -0.547 -0.183
C 0.895 -6.056 5.238
C 0.733 -4.662 4.704
C -0.363 -4.313 3.919
C -0.517 -3.027 3.427
C 0.446 -2.073 3.719
C 1.550 -2.394 4.503
C 1.683 -3.681 4.990
S 0.367 -0.425 3.115
O -0.388 0.407 4.025
O 1.719 -0.018 2.839
N -0.416 -0.471 1.681
C -1.817 -0.620 1.620
C -2.745 -0.440 2.623
C -4.119 -0.660 2.388
C -4.589 -1.030 1.164
C -3.673 -1.216 0.104
C -4.080 -1.546 -1.209
C -3.140 -1.658 -2.192
C -1.791 -1.472 -1.870
N -1.370 -1.213 -0.647
C -2.299 -1.040 0.345
H 0.002 -6.654 5.068
H 1.096 -6.038 6.309
H 1.737 -6.557 4.758
H -1.123 -5.055 3.705
H -1.390 -2.782 2.837
H 2.298 -1.643 4.724
H 2.538 -3.928 5.609
H -2.429 -0.150 3.612
H -4.808 -0.516 3.210
H -5.645 -1.172 0.982
H -5.132 -1.682 -1.422
H -3.404 -1.881 -3.216
H -1.046 -1.553 -2.650
O 1.450 2.472 -5.009
C 2.090 1.316 -5.096
O 2.880 1.073 -5.963
C 1.806 0.300 -4.028
C 2.315 -1.001 -4.008
Cl 3.208 -1.765 -5.214
N 1.900 -1.625 -2.878
N 1.156 -0.749 -2.163
C 1.078 0.388 -2.846
C 0.208 1.446 -2.227
O -0.004 2.496 -2.814
O -0.287 1.145 -1.071
C 1.840 -3.057 -2.627
C 0.755 -3.514 -1.882
C 0.358 -4.855 -2.084
C 1.199 -5.742 -2.718
C 2.459 -5.302 -3.123
C 2.779 -3.947 -3.107
H 0.837 2.526 -4.238
H -0.059 -2.817 -1.853
H -0.560 -5.191 -1.616
H 0.922 -6.780 -2.845
H 3.184 -6.007 -3.505
H 3.734 -3.625 -3.491
I 5.155 -2.570 2.848
C 3.542 -3.020 1.634
C 3.263 -4.310 1.219
C 2.144 -4.517 0.451
C 1.221 -3.486 0.186
N 1.572 -2.210 0.520
C 2.713 -2.007 1.204
H 3.922 -5.133 1.466
H 1.922 -5.503 0.066
H 0.216 -3.736 0.517
H 2.967 -0.991 1.427
C 3.957 3.426 -0.742
C 4.413 1.968 -0.876
C 3.335 1.045 -0.542
N 2.472 0.337 -0.293
H 4.781 4.081 -1.015
H 3.663 3.650 0.283
H 3.118 3.633 -1.406
H 5.255 1.746 -0.217
H 4.730 1.744 -1.897
C -0.460 4.733 -0.305
N -1.101 4.064 0.817
C -2.512 4.307 1.161
C -2.766 3.325 2.325
N -1.503 2.579 2.384
C -0.626 3.069 1.528
S 0.995 2.450 1.425
H -0.726 4.248 -1.244
H 0.621 4.711 -0.180
H -0.787 5.771 -0.319
H -3.136 4.091 0.293
H -2.654 5.349 1.440
H -3.599 2.654 2.126
H -2.945 3.837 3.270
H -1.226 1.941 3.128
```

Properties
2S+1 ... 2
HOMO level (alpha / beta) ... -0.4767 / -0.4766 Eh
Orbital gap (alpha / beta) ... 7.0 / 5.1 eV
LUMO (alpha / beta) ... -0.2183 / -0.2901 Ha
Net charge ... +2
Energy relative to the best compared isomer or geometry (same formula, charge and spin) ... 256.3 kJ/mol

Entry 5:
C26H43AsN3O2PtSSi3 | ωB97M-V with the def2-TZVPD basis set

Geometry as XYZ:
```
80
Properties=species:S:1:pos:R:3
Pt -0.225 0.341 0.044
O -4.559 -4.919 2.150
C -5.059 -3.921 1.293
C -3.936 -3.020 0.860
C -4.167 -1.960 -0.010
C -3.101 -1.161 -0.367
N -1.864 -1.361 0.069
C -1.618 -2.385 0.896
C -2.642 -3.229 1.314
C -0.210 -2.568 1.309
C 0.202 -3.653 2.070
C 1.542 -3.788 2.418
C 1.966 -4.938 3.301
O 1.484 -6.182 2.842
C 2.436 -2.840 1.942
C 1.948 -1.786 1.185
N 0.663 -1.638 0.892
H -5.272 -5.508 2.411
H -5.821 -3.313 1.800
H -5.524 -4.359 0.398
H -5.161 -1.755 -0.387
H -3.230 -0.322 -1.036
H -2.468 -4.050 1.989
H -0.492 -4.413 2.397
H 1.512 -4.794 4.286
H 3.053 -4.940 3.430
H 2.008 -6.477 2.090
H 3.494 -2.907 2.152
H 2.620 -1.026 0.807
S 2.001 1.515 0.591
C 1.136 1.798 2.046
C 1.601 2.620 3.083
C 0.810 2.804 4.194
C -0.431 2.164 4.266
C -0.829 1.380 3.207
N -0.070 1.204 2.125
H 2.564 3.096 2.973
H 1.147 3.443 4.998
H -1.070 2.287 5.126
H -1.783 0.867 3.216
C -3.481 0.049 -3.410
Si -2.134 1.389 -3.491
C -2.909 2.850 -4.414
C -0.628 0.716 -4.420
As -1.228 2.071 -1.343
Si 0.342 3.818 -1.900
C -0.439 5.059 -3.104
C 1.854 3.026 -2.718
C 0.834 4.762 -0.334
Si -2.952 3.124 -0.046
C -2.159 4.232 1.272
C -4.057 4.152 -1.191
C -4.022 1.834 0.850
H -3.883 -0.107 -4.411
H -4.316 0.344 -2.773
H -3.097 -0.909 -3.062
H -3.239 2.527 -5.401
H -2.206 3.666 -4.553
H -3.778 3.245 -3.892
H -0.917 0.146 -5.301
H -0.036 0.065 -3.775
H 0.013 1.531 -4.753
H -0.430 4.685 -4.127
H 0.134 5.986 -3.097
H -1.465 5.305 -2.837
H 1.593 2.503 -3.636
H 2.328 2.314 -2.046
H 2.591 3.788 -2.971
H 0.097 5.519 -0.073
H 1.785 5.269 -0.489
H 0.954 4.093 0.515
H -1.866 5.195 0.859
H -1.272 3.765 1.699
H -2.858 4.425 2.085
H -3.465 4.781 -1.855
H -4.710 4.805 -0.614
H -4.691 3.514 -1.805
H -3.407 1.102 1.374
H -4.680 1.299 0.167
H -4.652 2.329 1.588
```

Properties
2S+1 ... 3
HOMO level (alpha / beta) ... -0.3412 / -0.3751 Eh
Orbital gap (alpha / beta) ... 6.5 / 6.5 eV
LUMO (alpha / beta) ... -0.1032 / -0.1348 Ha
Net charge ... +1
Energy relative to the best compared isomer or geometry (same formula, charge and spin) ... 1.8 kJ/mol

Entry 6:
C6H9Br | ωB97M-V with the def2-TZVPD basis set

Geometry as XYZ:
```
16
Properties=species:S:1:pos:R:3
C -0.891 -0.308 0.483
C -1.752 0.457 -0.100
C 0.655 -0.544 0.739
C 1.949 0.191 0.120
C -1.518 1.681 -0.953
C 0.864 -2.040 0.459
Br 2.285 1.929 0.720
H -2.800 0.194 0.008
H 0.756 -0.363 1.814
H 2.101 0.098 -0.949
H -1.561 1.397 -2.004
H -0.544 2.107 -0.742
H -2.288 2.425 -0.764
H 0.547 -2.280 -0.553
H 0.282 -2.641 1.154
H 1.915 -2.303 0.568
```

Properties
2S+1 ... 3
HOMO level (alpha / beta) ... -0.2978 / -0.3485 Eh
Orbital gap (alpha / beta) ... 9.0 / 8.6 eV
LUMO (alpha / beta) ... 0.0339 / -0.0324 Ha
Energy relative to the best compared isomer or geometry (same formula, charge and spin) ... 0.0 kJ/mol